No. 1
CH4BClS in the gas phase, computed with ωB97M-V/def2-TZVPD.

Each line ends with the natural charge from an NBO analysis.
CARTESIAN COORDINATES (ANGSTROEM)
B  -0.85  -0.06  0.78  0.469
C  -0.18  0.12  -0.62  -0.838
S  1.46  -0.78  -0.44  0.220
Cl  2.89  0.43  0.36  -0.156
H  -1.04  -1.17  1.02  -0.085
H  -1.43  0.82  1.18  -0.089
H  -0.72  -0.42  -1.30  0.255
H  -0.14  1.05  -0.98  0.225

Its energy relative to the best compared isomer or geometry (same formula, charge and spin) is 1.981 eV. The charge is 0. Its SMILES is BCSCl. For the LUMO energy, the calculation gives -0.10 eV. Its gap between HOMO and LUMO is 8.864 eV.

No. 2
C30H19Br4N2O4S3Se2Te3Y as an isolated structure, computed with ωB97M-V/def2-TZVPD.

Each line ends with the natural charge from an NBO analysis.
CARTESIAN COORDINATES (ANGSTROEM)
Y  0.94  0.36  -0.54  1.320
Br  6.83  -3.02  1.46  0.037
C  5.19  -2.07  1.54  -0.145
C  4.78  -1.44  2.70  -0.171
Br  5.82  -1.54  4.28  0.036
C  3.56  -0.73  2.70  -0.181
Br  2.93  0.16  4.24  0.055
C  2.74  -0.64  1.58  0.260
O  1.63  0.06  1.54  -0.874
C  3.16  -1.31  0.38  0.359
O  2.40  -1.22  -0.68  -0.859
C  4.38  -2.00  0.39  -0.214
Br  4.86  -2.83  -1.24  0.038
Se  3.35  1.90  -0.67  -0.631
Te  2.52  3.14  1.36  0.131
Te  0.07  3.95  0.45  0.014
Se  -1.14  2.05  -0.70  -0.625
S  0.86  0.76  -3.51  -0.216
C  0.99  2.44  -3.77  0.126
N  1.90  3.23  -3.17  -0.540
C  1.99  4.57  -3.34  0.075
C  1.15  5.22  -4.19  -0.305
C  0.17  4.45  -4.84  -0.152
C  0.08  3.11  -4.64  -0.236
H  2.48  2.80  -2.41  0.452
H  2.74  5.05  -2.73  0.222
H  1.22  6.29  -4.32  0.215
H  -0.54  4.94  -5.50  0.210
H  -0.69  2.50  -5.09  0.249
O  -3.60  -2.45  -4.90  -0.954
S  -2.55  -1.51  -4.58  2.288
O  -2.57  -0.23  -5.24  -0.943
N  -2.45  -1.32  -2.95  -0.736
C  -1.31  -1.74  -2.49  0.185
S  -0.81  -1.82  -0.84  -0.282
C  -0.38  -2.29  -3.55  -0.132
C  0.92  -2.75  -3.40  -0.162
C  1.57  -3.21  -4.54  -0.201
C  0.94  -3.21  -5.78  -0.212
C  -0.36  -2.74  -5.93  -0.218
C  -0.98  -2.27  -4.79  -0.251
H  1.41  -2.71  -2.43  0.273
H  2.59  -3.56  -4.46  0.213
H  1.48  -3.58  -6.65  0.200
H  -0.85  -2.73  -6.89  0.216
Te  -0.97  -0.70  2.51  0.708
C  -2.94  -1.31  2.99  -0.290
C  -3.18  -2.54  3.59  -0.167
C  -4.47  -2.95  3.90  -0.245
C  -5.55  -2.13  3.60  -0.231
C  -5.33  -0.90  2.98  -0.208
C  -4.03  -0.49  2.67  -0.225
C  -0.87  0.62  4.12  -0.293
C  -1.26  1.95  3.93  -0.222
C  -1.26  2.84  5.00  -0.219
C  -0.86  2.41  6.26  -0.228
C  -0.45  1.09  6.45  -0.237
C  -0.46  0.20  5.38  -0.156
H  -2.34  -3.19  3.82  0.207
H  -4.64  -3.91  4.37  0.198
H  -6.56  -2.44  3.83  0.197
H  -6.17  -0.26  2.74  0.201
H  -3.87  0.45  2.18  0.226
H  -1.55  2.28  2.94  0.237
H  -1.57  3.86  4.84  0.206
H  -0.86  3.11  7.09  0.197
H  -0.11  0.76  7.42  0.198
H  -0.15  -0.82  5.53  0.210

Its energy relative to the best compared isomer or geometry (same formula, charge and spin) is 1.300 eV. The charge is -2. For the LUMO energy, the calculation gives 3.63 eV. Its gap between HOMO and LUMO is 5.715 eV.

No. 3
C2H5N3S in the gas phase, computed with ωB97M-V/def2-TZVPD.

Each line ends with the natural charge from an NBO analysis.
CARTESIAN COORDINATES (ANGSTROEM)
C  1.19  0.84  -0.66  0.610
C  -1.31  -0.93  -0.01  -0.777
N  0.78  1.63  0.17  -0.377
N  -0.01  1.13  1.19  -0.570
N  1.48  -0.04  -1.45  -0.701
S  -0.01  -0.62  1.26  0.314
H  -2.00  -1.79  0.11  0.235
H  -0.95  -1.14  -1.05  0.224
H  -1.79  0.03  -0.10  0.239
H  0.22  1.45  2.10  0.384
H  2.40  -0.55  -1.57  0.418

Its energy relative to the best compared isomer or geometry (same formula, charge and spin) is 3.410 eV. The charge is 0. Its SMILES is CSNN=C=N. For the LUMO energy, the calculation gives 0.78 eV. Its gap between HOMO and LUMO is 9.321 eV.

No. 4
C35H56AsCdN4PSSe2 as an isolated structure, computed with ωB97M-V/def2-TZVPD.

Each line ends with the Löwdin charge.
CARTESIAN COORDINATES (ANGSTROEM)
Cd  -0.54  0.51  -0.22  1.270
C  -4.65  -1.19  -1.04  -0.015
C  -4.81  -1.11  -2.41  -0.016
C  -3.74  -0.72  -3.19  0.009
C  -2.54  -0.38  -2.58  -0.231
N  -2.41  -0.39  -1.25  -0.026
C  -3.43  -0.82  -0.50  -0.191
C  -1.36  -0.01  -3.39  -0.237
C  -1.19  -0.54  -4.66  0.006
C  -0.11  -0.13  -5.43  -0.022
C  0.75  0.82  -4.91  -0.035
C  0.52  1.27  -3.62  -0.160
N  -0.49  0.86  -2.86  0.050
H  -5.44  -1.54  -0.39  0.122
H  -5.76  -1.37  -2.87  0.124
H  -3.84  -0.65  -4.26  0.120
H  -3.25  -0.88  0.56  0.025
H  -1.88  -1.28  -5.04  0.119
H  0.06  -0.54  -6.42  0.123
H  1.58  1.20  -5.48  0.120
H  1.18  2.02  -3.18  0.094
C  0.17  3.59  4.77  -0.386
Se  0.07  2.16  3.44  0.870
C  -0.07  0.62  4.66  -0.526
C  -1.28  -0.25  4.40  -0.514
Se  -1.36  -1.16  2.64  0.830
C  -0.59  -2.86  3.20  -0.383
H  1.05  3.46  5.39  0.029
H  -0.73  3.59  5.37  0.028
H  0.24  4.53  4.22  0.020
H  -0.13  1.06  5.66  0.075
H  0.86  0.05  4.58  0.044
H  -2.20  0.33  4.48  0.057
H  -1.31  -1.06  5.13  0.072
H  -1.26  -3.35  3.89  0.036
H  0.39  -2.72  3.65  0.025
H  -0.51  -3.45  2.28  -0.037
N  -0.68  2.92  -0.62  0.027
C  -1.95  3.58  -0.54  -0.243
C  -2.19  4.75  -1.21  -0.009
C  -3.40  5.44  -1.04  -0.050
C  -4.36  4.96  -0.20  -0.015
C  -4.17  3.71  0.44  -0.139
C  -5.16  3.13  1.27  0.017
C  -4.94  1.89  1.80  -0.019
C  -3.75  1.22  1.47  -0.181
N  -2.78  1.73  0.74  0.066
C  -2.97  2.99  0.25  -0.170
H  -0.14  3.12  0.22  0.047
H  -0.17  3.27  -1.42  0.079
H  -1.43  5.17  -1.85  0.120
H  -3.55  6.38  -1.56  0.118
H  -5.28  5.50  -0.02  0.125
H  -6.08  3.67  1.47  0.131
H  -5.67  1.41  2.43  0.118
H  -3.61  0.22  1.84  0.042
C  4.40  1.72  -1.14  -0.088
C  2.94  1.82  -0.68  -0.537
C  2.73  3.05  0.21  -0.113
P  2.19  0.33  0.14  1.025
C  2.75  -1.20  -0.76  -0.562
C  2.36  -1.08  -2.23  -0.133
C  4.20  -1.64  -0.60  -0.089
C  2.88  0.23  1.86  -0.537
C  4.38  0.49  2.06  -0.081
C  2.46  -1.12  2.45  -0.130
H  4.74  2.71  -1.45  0.094
H  4.52  1.05  -1.98  0.068
H  5.06  1.39  -0.33  0.065
H  2.33  1.94  -1.58  0.053
H  3.57  3.17  0.90  0.081
H  1.83  2.99  0.81  0.021
H  2.69  3.96  -0.40  0.091
H  2.10  -1.97  -0.33  0.014
H  2.87  -0.24  -2.72  0.067
H  1.28  -0.95  -2.34  0.020
H  2.64  -1.99  -2.77  0.081
H  4.91  -0.89  -0.93  0.068
H  4.36  -2.53  -1.22  0.084
H  4.44  -1.92  0.43  0.058
H  2.34  1.02  2.39  0.024
H  5.01  -0.21  1.51  0.067
H  4.60  0.36  3.12  0.094
H  4.66  1.51  1.80  0.063
H  3.03  -1.94  2.01  0.072
H  1.40  -1.30  2.26  0.003
H  2.65  -1.13  3.52  0.089
C  1.80  -5.07  0.41  -0.230
As  0.35  -4.62  -0.79  0.685
C  1.07  -4.89  -2.57  -0.238
C  -0.96  -6.00  -0.50  -0.246
S  -0.49  -2.72  -0.52  0.103
H  2.11  -6.10  0.23  0.048
H  1.46  -4.98  1.44  0.034
H  2.65  -4.40  0.25  0.024
H  0.96  -5.94  -2.85  0.044
H  2.12  -4.62  -2.59  0.032
H  0.53  -4.27  -3.28  0.033
H  -0.50  -6.98  -0.60  0.047
H  -1.77  -5.90  -1.23  0.043
H  -1.38  -5.89  0.50  0.039

Its energy relative to the best compared isomer or geometry (same formula, charge and spin) is 0.764 eV. The charge is +2. For the LUMO energy, the calculation gives -4.77 eV. Its gap between HOMO and LUMO is 8.016 eV.

No. 5
C22H32N4O3 in the gas phase, computed with ωB97M-V/def2-TZVPD.

Each line ends with the natural charge from an NBO analysis.
CARTESIAN COORDINATES (ANGSTROEM)
C  -6.33  -2.45  -2.67  -0.600
C  -6.94  -1.49  -1.65  -0.386
C  -5.95  -1.16  -0.54  -0.398
C  -6.55  -0.19  0.48  -0.402
C  -5.62  0.08  1.66  -0.222
N  -4.36  0.68  1.23  -0.469
C  -4.40  2.02  0.91  0.796
O  -5.40  2.69  1.00  -0.617
N  -3.21  2.57  0.48  -0.608
C  -2.03  1.88  0.36  0.273
C  -0.87  2.49  -0.09  -0.237
C  0.31  1.77  -0.19  -0.088
C  0.33  0.41  0.14  -0.196
C  -0.83  -0.20  0.57  -0.135
C  -2.01  0.52  0.70  -0.225
C  -3.23  -0.14  1.17  0.683
O  -3.28  -1.30  1.50  -0.593
H  -0.85  -1.25  0.83  0.240
H  1.23  -0.17  0.02  0.207
C  1.52  2.49  -0.70  0.650
O  1.44  3.40  -1.51  -0.623
N  2.68  2.08  -0.15  -0.609
H  2.72  1.27  0.45  0.415
C  3.98  2.49  -0.63  -0.232
H  4.52  3.00  0.17  0.189
H  3.84  3.19  -1.45  0.240
C  4.75  1.24  -1.09  -0.217
N  4.67  0.22  -0.07  -0.485
C  5.67  0.37  0.98  -0.218
C  5.32  -0.51  2.17  -0.402
C  5.21  -1.96  1.74  -0.401
C  4.20  -2.07  0.60  -0.401
H  3.22  -1.80  0.98  0.200
H  4.15  -3.10  0.24  0.211
C  4.56  -1.15  -0.57  -0.029
C  5.78  -1.65  -1.35  -0.642
H  6.66  -1.72  -0.71  0.203
H  6.00  -0.99  -2.18  0.211
H  5.58  -2.64  -1.75  0.217
H  3.71  -1.15  -1.26  0.196
H  6.19  -2.33  1.42  0.196
H  4.89  -2.58  2.58  0.213
H  4.36  -0.18  2.58  0.198
H  6.08  -0.39  2.95  0.211
H  6.68  0.12  0.62  0.166
H  5.68  1.42  1.28  0.201
H  5.78  1.52  -1.34  0.183
H  4.27  0.86  -2.00  0.204
H  -0.87  3.54  -0.37  0.235
H  -3.24  3.55  0.24  0.423
H  -5.37  -0.85  2.17  0.236
H  -6.09  0.77  2.35  0.224
H  -6.79  0.76  -0.01  0.215
H  -7.48  -0.61  0.88  0.207
H  -5.05  -0.72  -0.98  0.190
H  -5.65  -2.07  -0.03  0.205
H  -7.24  -0.57  -2.15  0.194
H  -7.83  -1.95  -1.22  0.193
H  -5.45  -2.01  -3.14  0.200
H  -6.03  -3.38  -2.19  0.201
H  -7.05  -2.68  -3.45  0.207

Its energy relative to the best compared isomer or geometry (same formula, charge and spin) is 0.000 eV. The charge is 0. Its SMILES is CCCCCn1c(=O)[nH]c2cc(C(=O)NCCN3CCCC[C@@H]3C)ccc2c1=O. For the LUMO energy, the calculation gives 0.04 eV. Its gap between HOMO and LUMO is 8.967 eV.

- The highest gap between HOMO and LUMO belongs to which entry?
  C2H5N3S

- Which of these has the lowest charge?
  C30H19Br4N2O4S3Se2Te3Y

- Which value of gap between HOMO and LUMO does entry 1 give?
  8.864 eV

- What is the formula in the third record?
  C2H5N3S